Entry 1:
ORCA calculation (ωB97M-V with the def2-TZVPD basis set) on a cluster of 3 separate species, C16H17F13NO10S2 in total in a non-equilibrium geometry.

Structure (XYZ):
```
59
Properties=species:S:1:pos:R:3:forces:R:3:mulliken_charge:R:1
O 6.03276 0.35263 0.82494 -4.0 3.6 0.4 -0.662
S 5.00311 1.52770 0.61509 6.5 -0.6 -3.4 0.875
O 5.20163 1.97628 -0.88365 -2.1 -1.0 4.7 -0.610
N 5.42916 2.85970 1.66035 -4.1 -0.5 -1.0 -0.442
S 3.99506 3.82707 2.07157 1.9 0.3 5.5 1.007
O 2.99137 3.03184 2.95307 2.1 2.0 -3.8 -0.601
O 4.55853 5.02685 2.92860 -1.8 -3.6 -3.8 -0.715
C 3.20037 4.55777 0.50359 -0.5 1.1 -1.0 -0.823
C 1.87024 3.69676 0.01282 1.0 -0.5 0.4 0.070
C 1.60859 3.72360 -1.60166 3.3 0.9 -0.1 0.693
F 2.93461 3.37518 -2.23834 -4.3 1.0 1.6 -0.282
F 1.31468 5.11736 -2.10605 0.3 -4.4 1.4 -0.338
C 0.54937 2.59549 -2.16069 1.1 -0.3 -3.7 0.372
F 1.11433 1.19365 -2.15027 -2.2 4.8 0.6 -0.229
F 0.41080 2.90340 -3.63671 0.2 -0.9 4.5 -0.324
C -0.96837 2.70274 -1.56179 -1.8 0.4 -3.1 0.737
F -1.38996 4.15257 -1.49542 1.5 -4.8 0.3 -0.280
F -1.85943 2.11830 -2.63577 2.7 1.8 3.5 -0.318
C -1.28268 1.86198 -0.20477 -0.3 -2.5 1.6 0.404
F -0.11563 1.28772 0.49888 -3.7 2.2 -2.8 -0.245
F -2.14674 0.68278 -0.58892 2.6 3.6 1.3 -0.270
C -2.15472 2.67459 0.94190 1.5 -0.4 3.5 0.564
F -2.15110 1.76242 2.14797 -0.1 3.0 -4.0 -0.262
F -1.45787 3.92339 1.42990 -2.6 -4.2 -2.1 -0.243
C -3.72991 2.90741 0.56969 -4.3 0.9 0.2 0.609
F -4.04876 2.95937 -0.87230 1.4 -0.3 5.0 -0.204
F -4.57395 1.81552 1.17516 3.1 3.7 -2.3 -0.234
F -4.27118 4.18431 1.16764 2.2 -4.5 -2.1 -0.247
H 3.70914 1.04253 0.86139 0.8 0.5 0.0 0.132
H 4.05117 4.61591 -0.29754 -1.7 -0.5 1.5 0.363
H 2.90018 5.67247 0.77985 0.6 -2.5 -0.4 0.398
H 0.97568 4.08505 0.65879 1.5 -0.9 -1.5 0.147
H 2.11868 2.56299 0.29224 -0.9 2.4 -0.7 -0.070
C -5.18785 -3.07855 -1.84554 -0.8 0.3 0.3 -1.322
C -3.89541 -3.29048 -1.07905 -1.0 0.4 -0.1 0.604
C -2.71000 -2.56658 -1.64115 0.1 1.1 -0.2 -0.375
O -1.62617 -3.39993 -1.27627 -0.1 -1.1 0.1 -0.295
C -2.13080 -4.66535 -1.17576 1.1 -2.0 0.0 0.629
O -1.45065 -5.67488 -1.11481 -2.0 2.0 -0.5 -0.564
O -3.49555 -4.65112 -1.16348 1.2 -0.3 0.1 -0.365
H -5.43942 -3.94032 -2.47048 0.3 0.1 0.0 0.349
H -6.01984 -2.94119 -1.13959 0.2 -0.1 -0.3 0.306
H -5.15495 -2.18020 -2.47359 0.1 -0.2 0.1 0.353
H -4.03671 -3.04727 -0.01895 0.1 0.0 -0.1 0.298
H -2.59070 -1.56909 -1.20833 0.1 -0.3 -0.1 0.061
H -2.72326 -2.47888 -2.73536 -0.2 -0.1 0.1 0.292
C 0.68543 -5.11792 0.32550 0.5 -0.3 -0.2 -1.104
C 1.63585 -4.36774 1.24025 -0.3 -0.9 -0.7 0.645
C 1.19204 -4.28419 2.66897 -0.2 -0.6 0.6 -0.590
O 1.76145 -3.06547 3.10804 0.1 0.7 -0.5 -0.315
C 1.88182 -2.27586 1.99985 0.6 2.7 -0.1 0.550
O 2.10800 -1.07858 2.02893 -0.5 -2.7 -0.1 -0.518
O 1.70494 -3.00136 0.85738 0.2 0.8 0.9 -0.308
H 0.09511 -4.43937 -0.29706 0.5 -0.1 0.6 0.063
H 1.25838 -5.76209 -0.35730 -0.3 0.2 0.1 0.320
H 0.00522 -5.77370 0.88211 0.1 0.2 -0.1 0.370
H 2.64622 -4.78823 1.16762 0.0 0.1 0.2 0.305
H 1.56464 -5.12038 3.26772 0.0 0.2 0.0 0.312
H 0.10299 -4.21860 2.79077 0.1 -0.1 -0.2 0.326
```
Positions in Å, forces in eV/Å.

Values from the calculation:
Charge = -1
LUMO energy = 0.025 Eh
HOMO level = -5.683 eV
Frontier orbital gap = 6.35 eV



Entry 2:
ORCA calculation (ωB97M-V with the def2-TZVPD basis set) on a structure of composition C16H17F2I2N3O6S2 in a non-equilibrium geometry.

Structure (XYZ):
```
48
Properties=species:S:1:pos:R:3:forces:R:3:mulliken_charge:R:1
C -1.50204 4.41198 -3.11193 -0.2 1.2 -0.3 -0.913
C 0.12579 4.58124 -2.86200 -0.6 0.4 -1.7 -0.528
I 0.61902 5.13041 -0.76233 -0.9 -0.2 -1.0 0.151
C 1.02883 3.34062 -3.43906 -1.0 -0.1 -0.2 -0.688
I 3.10748 3.65122 -2.69479 -0.7 -0.7 -0.9 0.195
C 0.52063 1.84526 -2.99919 -1.0 -2.3 1.5 0.222
C -0.21855 1.44287 -1.58552 0.7 -2.8 -2.5 -0.062
C -0.65831 -0.12552 -1.20627 1.6 0.9 -3.5 0.448
C -1.36845 -0.53856 0.23263 0.9 0.5 -0.9 -0.677
C -0.19833 -1.31444 1.12453 -0.4 0.4 0.5 -0.169
C 0.79099 -0.29128 1.94217 3.1 2.1 1.8 0.463
C 0.51364 1.31393 2.20513 3.5 -1.8 1.4 -0.185
C 1.60616 2.19451 3.08936 1.2 -3.8 -0.3 -0.551
C 2.99075 1.48962 3.70649 -2.3 -2.4 -2.1 -0.343
C 3.30910 -0.09699 3.42673 -4.2 1.7 -1.9 -0.356
C 2.19888 -0.94715 2.56047 -0.2 3.1 0.6 -0.336
C -0.29330 -1.25391 -2.36101 1.2 4.2 -0.8 -0.471
C 0.45590 -0.74561 -3.76078 -1.5 0.7 3.8 -0.315
N 0.81064 0.71287 -4.00679 -2.1 -1.7 5.1 0.380
O 1.44580 0.97027 -5.19485 1.6 -0.2 2.6 -0.141
N 0.41216 1.23517 -6.05527 -1.7 -4.0 -5.2 0.322
O 0.39096 0.30083 -6.85382 -0.4 4.1 2.4 -0.290
H -2.08012 3.94910 -2.20591 1.3 0.7 -1.9 0.275
H -1.91237 5.52376 -3.25538 0.8 -2.5 0.5 0.338
H -1.75470 3.86742 -4.14216 0.8 0.9 2.4 0.269
H 0.44003 5.54225 -3.49634 -0.4 -2.3 1.5 0.511
H 1.07857 3.49018 -4.62235 -0.2 -0.7 2.7 0.480
H -0.46307 2.25757 -0.78189 0.7 -1.5 -1.9 -0.099
H -2.28580 -1.23623 0.02995 1.9 1.2 0.2 0.355
H -1.76479 0.43939 0.74004 0.9 -1.9 -1.0 0.346
H 0.37728 -2.00168 0.33693 -1.0 1.4 2.1 0.415
H -0.75629 -1.96551 1.95439 1.2 1.2 -1.9 -0.008
H -0.44731 1.84426 1.77231 2.2 -1.2 1.1 0.118
H 1.45644 3.34470 3.33491 0.2 -2.8 -0.7 0.275
H 3.76995 2.09587 4.36062 -2.0 -1.2 -1.6 0.268
H 4.27852 -0.67558 3.80448 -2.4 1.6 -0.8 0.286
H 2.43609 -2.09522 2.37847 -0.8 2.7 0.4 0.221
H -0.53589 -2.40676 -2.16798 0.7 2.9 -0.7 0.391
H 0.73536 -1.56029 -4.55293 -0.4 2.2 1.4 0.372
N -1.44228 -5.79512 4.40222 0.4 0.8 -0.6 -0.335
S -2.99153 -6.03198 4.29954 -5.0 -1.5 0.5 1.128
O -3.52815 -6.41920 2.99927 1.3 0.9 1.2 -0.595
O -3.85999 -5.20471 5.12900 1.7 -0.4 -1.2 -0.595
F -3.09850 -7.42756 5.08001 0.9 0.3 -0.1 -0.278
S -1.00634 -4.49217 3.63827 2.3 2.5 -0.7 1.174
O 0.43641 -4.39180 3.42002 -1.7 -0.8 0.8 -0.623
O -1.64324 -3.23229 4.00226 0.3 -1.6 -0.2 -0.586
F -1.52603 -4.72573 2.14834 -0.2 -0.1 -0.1 -0.258
```
Positions in Å, forces in eV/Å.

Values from the calculation:
LUMO energy = -0.134 Eh
HOMO level = -8.561 eV
Frontier orbital gap = 4.92 eV



Entry 3:
ORCA calculation (ωB97M-V with the def2-TZVPD basis set) on a structure of composition C16H17F2NO12S2 in a non-equilibrium geometry.

Structure (XYZ):
```
50
Properties=species:S:1:pos:R:3:forces:R:3:mulliken_charge:R:1
C -1.02093 -1.92211 0.06943 -0.3 0.0 0.5 -1.523
C -1.80286 -0.61363 -0.17296 1.0 0.1 -0.7 1.847
C -0.80282 0.47040 -0.64493 -0.2 0.0 0.2 -1.085
C -2.91719 -0.79137 -1.22530 0.5 0.2 0.2 -1.994
N -4.32942 -0.60470 -0.75454 0.7 -0.6 0.8 0.026
S -4.91002 -1.89903 0.16806 -1.2 0.5 0.4 1.126
O -6.32409 -1.88344 0.10217 0.4 -0.1 -0.1 -0.548
O -4.23961 -2.00282 1.41012 0.3 -0.2 -0.2 -0.492
F -4.39065 -3.03597 -0.73916 0.0 -0.2 -0.2 -0.203
S -4.62756 0.89896 -0.07024 -1.0 0.9 -1.5 1.162
O -3.67078 1.78661 -0.61838 0.2 -0.2 0.3 -0.521
O -6.01071 1.18262 -0.16316 0.3 -0.4 0.4 -0.585
F -4.29772 0.72083 1.43327 0.1 -0.1 0.2 -0.177
H -1.58606 -2.81712 -0.18714 -0.1 0.0 0.0 0.423
H -0.07771 -1.94451 -0.46732 0.0 0.0 -0.2 0.324
H -0.77999 -1.99254 1.12817 0.1 -0.1 0.1 0.342
H -2.17697 -0.28713 0.79186 -0.5 0.0 -0.1 0.130
H -0.41415 0.98703 0.22925 0.2 0.0 -0.3 -0.052
H -1.26457 1.20265 -1.30222 -0.1 0.1 0.1 0.399
H 0.02599 0.02726 -1.19394 0.1 -0.1 0.0 0.343
H -2.78032 -0.09238 -2.04093 -0.2 0.2 0.0 0.432
H -2.82860 -1.77943 -1.66184 -0.4 -0.1 0.0 0.748
C 2.81171 -2.69559 -4.10600 -0.1 0.0 0.2 -1.028
C 3.36827 -2.19280 -5.21637 -0.2 -0.3 0.0 0.359
C 4.13177 -0.89541 -5.20790 0.1 0.3 0.3 0.999
O 4.61963 -0.52087 -6.25683 -0.1 -0.1 -0.1 -0.617
C 4.23942 -0.16542 -3.95610 0.1 0.0 -0.2 -0.941
C 3.68030 -0.66728 -2.84760 0.2 0.3 0.0 0.346
C 2.93879 -1.97622 -2.85179 -0.1 -0.3 -0.3 1.059
O 2.47632 -2.36495 -1.79479 0.0 0.1 0.1 -0.630
O 3.73343 -0.06002 -1.66825 -0.1 -0.1 0.0 -0.577
O 3.29471 -2.78955 -6.39820 0.1 0.1 0.0 -0.568
H 2.26372 -3.62705 -4.10086 0.0 0.0 0.0 0.440
H 4.77582 0.77269 -3.96345 0.0 0.0 0.0 0.426
H 3.25377 -0.63928 -1.04558 0.0 0.0 0.0 0.358
H 3.78196 -2.21672 -7.02134 0.0 0.0 0.0 0.365
C 1.78169 2.00279 3.43605 -0.1 -0.1 -0.1 -1.194
C 2.25549 2.42512 4.61655 0.2 -0.1 -0.2 0.514
C 1.34383 2.89921 5.71730 -0.4 0.1 0.1 1.006
O 1.85742 3.24793 6.76265 0.2 0.0 0.0 -0.612
C -0.08710 2.91674 5.46868 0.1 0.0 0.1 -0.866
C -0.55964 2.49772 4.28737 -0.2 0.1 0.2 0.177
C 0.35177 2.00055 3.19871 0.4 -0.1 -0.1 0.939
O -0.16320 1.62013 2.16091 -0.1 0.1 0.3 -0.498
O -1.85230 2.48740 3.98835 0.1 -0.1 -0.1 -0.562
O 3.54727 2.45788 4.90860 -0.1 0.0 0.1 -0.573
H 2.42712 1.65875 2.64048 0.0 0.0 0.0 0.495
H -0.73223 3.27364 6.25870 0.0 0.0 0.0 0.435
H -1.92289 2.14076 3.07886 0.0 0.0 0.0 0.266
H 3.60986 2.79965 5.82163 0.0 0.0 0.0 0.360
```
Positions in Å, forces in eV/Å.

Values from the calculation:
LUMO energy = -0.063 Eh
HOMO level = -9.927 eV
Frontier orbital gap = 8.22 eV



Calculated DFT total energy, -3521.360584; -2826.199932; -2573.588383 Ha (same order as the records).